No. 1
Density functional theory data (wB97M-V/def2-TZVPD) for a molecular structure, C34H26Cl2MnN2O6S.

Results
Spin multiplicity: 5
Net charge: -1
LUMO (alpha / beta), eV: 1.509 / 1.511
Energy above the lowest of the compared OMol25 structures with the same formula, charge and spin, eV: 0.226
HOMO level (alpha / beta), eV: -4.258 / -4.446

Structure (XYZ):
```
72
Properties=species:S:1:pos:R:3:lowdin_spin:R:1
Mn 0.21 -0.32 -0.20 3.845
O -1.04 -3.98 0.71 0.008
C -0.47 -2.97 0.36 0.006
O -0.95 -1.77 0.40 0.036
C 1.01 -3.00 -0.15 0.005
O 1.75 -3.92 0.16 0.010
O 1.32 -1.98 -0.86 0.068
Cl 2.38 0.51 -2.06 0.020
C 1.62 2.02 -2.44 0.001
C 1.73 2.51 -3.73 0.001
C 1.09 3.70 -4.06 -0.001
C 0.35 4.37 -3.10 0.001
C 0.24 3.84 -1.83 -0.001
Cl -0.72 4.73 -0.68 -0.001
C 0.86 2.65 -1.44 0.001
S 0.77 2.00 0.18 -0.049
H 2.30 1.95 -4.46 0.000
H 1.17 4.09 -5.06 0.000
H -0.16 5.29 -3.34 0.000
C -0.36 -0.12 -5.75 0.005
C 0.13 -1.10 -4.91 0.000
C -0.10 -1.05 -3.54 0.004
C -0.82 0.00 -2.99 0.001
C -1.31 1.00 -3.85 0.003
C -1.09 0.93 -5.21 -0.001
N -1.05 0.13 -1.60 -0.009
C -2.38 0.35 -1.22 0.006
C -3.43 -0.27 -1.91 0.002
C -4.75 -0.05 -1.53 0.001
C -5.05 0.76 -0.45 0.002
C -4.02 1.37 0.24 0.001
C -2.70 1.17 -0.13 0.005
H -0.18 -0.17 -6.82 0.000
H 0.70 -1.93 -5.32 0.000
H 0.30 -1.82 -2.89 0.000
H -1.85 1.83 -3.42 0.000
H -1.48 1.72 -5.85 0.000
H -3.21 -0.92 -2.74 0.000
H -5.54 -0.55 -2.08 0.000
H -6.08 0.93 -0.16 0.000
H -4.23 2.02 1.08 0.000
H -1.90 1.67 0.40 0.001
C 1.52 -3.16 3.64 0.000
O 1.14 -1.82 3.95 0.000
C -0.13 -1.46 3.68 0.000
C -1.16 -2.36 3.43 0.000
C -2.45 -1.90 3.19 0.000
C -2.74 -0.55 3.20 0.000
C -1.72 0.35 3.44 0.000
C -0.42 -0.09 3.67 0.000
N 0.54 0.90 3.99 0.002
C 1.85 1.00 3.84 0.002
C 2.76 0.30 3.06 0.000
C 4.14 0.43 3.41 0.000
C 5.11 -0.21 2.71 0.001
C 4.74 -0.99 1.58 0.001
C 3.44 -1.10 1.17 0.001
C 2.39 -0.44 1.88 0.004
O 1.19 -0.42 1.48 0.016
H 2.59 -3.21 3.85 0.000
H 1.35 -3.39 2.58 0.000
H 0.99 -3.87 4.27 0.000
H -0.95 -3.41 3.34 0.000
H -3.22 -2.62 2.93 0.000
H -3.73 -0.19 2.98 0.000
H -1.91 1.42 3.42 0.000
H 0.13 1.66 4.52 0.000
H 2.27 1.80 4.45 0.000
H 4.39 1.04 4.27 0.000
H 6.15 -0.12 2.99 0.000
H 5.51 -1.51 1.02 0.000
H 3.16 -1.69 0.31 0.000
```

No. 2
Density functional theory data (wB97M-V/def2-TZVPD) for a molecular structure, C34H26ClMoN7O5SSe at a distorted geometry.

Results
Spin multiplicity: 1
Net charge: -2
LUMO (alpha / beta), eV: 3.122 / 3.122
Energy above the lowest of the compared OMol25 structures with the same formula, charge and spin, eV: 1.601
HOMO level (alpha / beta), eV: -0.823 / -0.841

Structure (XYZ):
```
76
Properties=species:S:1:pos:R:3:mulliken_charge:R:1
Mo -0.77 0.42 0.25 0.518
N 1.63 -2.77 -2.49 -0.435
C 0.73 -1.76 -2.20 0.137
S -0.93 -2.18 -2.22 -0.419
N 1.21 -0.56 -2.08 -1.439
N 0.33 0.39 -1.70 1.408
C 0.37 1.54 -2.30 -1.046
C -0.74 2.44 -2.30 0.671
C -0.68 3.68 -2.94 -0.579
C -1.80 4.45 -3.11 -0.721
C -3.03 3.98 -2.66 -0.517
C -3.14 2.75 -2.04 -0.514
C -2.00 1.96 -1.82 0.683
O -2.08 0.83 -1.19 -0.517
H 1.25 -3.69 -2.33 0.286
H 2.56 -2.62 -2.13 0.289
H 1.19 1.74 -2.99 0.318
H 0.29 4.02 -3.28 0.365
H -1.74 5.43 -3.57 0.358
H -3.92 4.58 -2.80 0.368
H -4.09 2.40 -1.66 0.413
N 0.26 0.90 1.59 -0.909
C 0.97 1.50 2.53 0.263
C 1.86 2.55 2.21 0.482
C 2.64 3.15 3.17 -0.918
C 2.56 2.73 4.50 -0.468
C 1.68 1.72 4.84 -0.629
C 0.89 1.11 3.88 -0.502
H 1.90 2.88 1.18 0.331
H 3.31 3.95 2.90 0.368
H 3.18 3.19 5.25 0.366
H 1.62 1.40 5.87 0.368
H 0.21 0.31 4.14 0.357
O -0.26 3.49 0.20 -0.595
C -1.20 3.26 0.96 0.970
O -1.89 2.20 0.94 -0.562
C -1.59 4.24 2.02 -0.085
C -1.50 5.62 1.85 -0.193
C -1.86 6.47 2.87 -0.547
C -2.31 5.95 4.09 -0.087
C -2.40 4.56 4.27 -0.377
C -2.05 3.72 3.24 -0.368
N -2.65 6.82 5.13 0.953
O -2.53 8.05 4.96 -0.641
O -3.06 6.33 6.21 -0.630
H -1.14 6.01 0.91 0.538
H -1.81 7.55 2.76 0.475
H -2.74 4.20 5.22 0.479
H -2.10 2.65 3.35 0.295
Cl -3.68 -6.12 2.47 -0.293
C -3.35 -4.45 2.15 0.523
C -2.90 -3.63 3.18 -0.846
C -2.65 -2.30 2.92 0.106
C -2.83 -1.76 1.64 -0.228
C -2.58 -0.35 1.35 -0.696
C -3.32 -2.61 0.63 -0.096
C -3.57 -3.94 0.88 -0.762
H -2.75 -4.05 4.16 0.381
H -2.31 -1.66 3.72 0.323
H -2.63 0.24 2.28 0.166
H -3.35 0.02 0.66 0.290
H -3.47 -2.22 -0.36 0.447
H -3.94 -4.58 0.10 0.379
Se -0.31 -3.06 0.58 0.399
N 0.38 -1.39 0.46 -0.027
C 1.73 -1.50 0.59 0.887
C 2.66 -0.47 0.45 0.336
C 4.02 -0.76 0.48 -1.143
C 4.47 -2.06 0.67 -0.593
C 3.58 -3.10 0.83 -0.736
C 2.20 -2.84 0.77 0.171
N 1.27 -3.81 0.83 -0.932
H 2.33 0.55 0.29 0.336
H 4.73 0.04 0.34 0.428
H 5.53 -2.26 0.68 0.358
H 3.91 -4.12 0.97 0.461
```

No. 3
Density functional theory data (wB97M-V/def2-TZVPD) for a molecular structure, C34H27AsBr2N4O9S2Ti.

Results
Spin multiplicity: 2
Net charge: -1
LUMO (alpha / beta), eV: 2.020 / 2.021
Energy above the lowest of the compared OMol25 structures with the same formula, charge and spin, eV: 0.412
HOMO level (alpha / beta), eV: -5.425 / -5.638

Structure (XYZ):
```
80
Properties=species:S:1:pos:R:3:lowdin_spin:R:1
Ti 0.20 -0.01 0.59 0.927
C 1.12 -0.30 4.11 0.003
C -0.34 -0.24 3.80 0.005
C -1.28 -0.03 4.84 0.000
C -2.61 0.04 4.57 0.002
C -3.08 -0.16 3.24 0.000
C -4.43 -0.15 2.83 0.002
Br -5.81 0.16 4.10 0.000
C -4.76 -0.37 1.52 0.000
C -3.77 -0.62 0.57 0.003
Br -4.27 -0.92 -1.23 0.001
C -2.43 -0.66 0.89 0.004
O -1.46 -0.92 0.06 0.012
C -2.09 -0.39 2.27 0.000
N -0.75 -0.39 2.55 0.004
H 1.32 -1.14 4.78 0.000
H 1.43 0.62 4.62 0.000
H 1.71 -0.44 3.21 0.002
H -0.90 0.12 5.85 0.000
H -3.33 0.24 5.35 0.000
H -5.80 -0.35 1.21 0.000
O 3.36 -2.58 2.29 0.000
As 2.95 -2.04 0.64 0.000
O 3.11 -3.30 -0.38 -0.001
O 1.34 -1.51 0.95 -0.005
C 4.39 -0.72 0.59 0.000
C 5.56 -1.06 1.26 0.000
C 6.66 -0.20 1.20 0.000
C 6.60 0.99 0.50 0.000
C 5.43 1.34 -0.17 0.000
C 4.35 0.48 -0.11 0.000
S 2.77 0.88 -0.78 0.002
O 2.82 2.01 -1.66 0.001
O 2.03 1.11 0.50 0.016
O 2.34 -0.39 -1.36 0.001
H 2.76 -3.31 2.50 0.000
H 5.62 -1.98 1.81 0.000
H 7.57 -0.47 1.72 0.000
H 7.46 1.64 0.46 0.000
H 5.34 2.26 -0.72 0.000
O -0.18 0.93 -1.27 0.004
S -0.36 2.29 -1.89 0.003
C 0.00 2.00 -3.64 0.000
C -0.68 0.78 -4.19 0.000
C -0.25 -0.49 -3.83 0.000
C -0.93 -1.60 -4.31 0.000
C -2.03 -1.46 -5.15 0.000
C -2.45 -0.19 -5.52 0.000
C -1.78 0.93 -5.04 0.000
C -2.16 2.42 -1.92 0.000
C -2.66 3.60 -2.69 0.000
C -2.13 4.87 -2.50 0.000
C -2.60 5.95 -3.22 0.000
C -3.62 5.77 -4.15 0.000
C -4.17 4.51 -4.33 0.000
C -3.69 3.43 -3.61 0.000
H 1.09 1.94 -3.67 0.000
H -0.32 2.91 -4.15 0.000
H 0.60 -0.61 -3.18 0.000
H -0.60 -2.59 -4.01 0.000
H -2.55 -2.33 -5.51 0.000
H -3.30 -0.06 -6.17 0.000
H -2.11 1.92 -5.32 0.000
H -2.43 2.49 -0.86 0.000
H -2.52 1.47 -2.31 0.000
H -1.35 5.02 -1.75 0.000
H -2.18 6.93 -3.06 0.000
H -3.99 6.62 -4.71 0.000
H -4.97 4.37 -5.04 0.000
H -4.11 2.45 -3.75 0.000
N 0.90 2.76 2.60 0.002
C -0.28 2.85 1.90 0.001
O -0.62 1.91 1.13 0.010
C -1.10 3.98 2.09 0.000
C -2.36 4.05 1.47 0.000
N -3.39 4.11 0.95 0.000
C -0.66 5.05 2.90 0.000
N -0.28 5.94 3.54 0.000
H 1.62 2.23 2.13 0.001
H 1.22 3.60 3.05 0.000
```

No. 4
Density functional theory data (wB97M-V/def2-TZVPD) for a molecular structure, C34H27BrIrN8O2S at a distorted geometry.

Results
Spin multiplicity: 2
Net charge: +2
LUMO (alpha / beta), eV: -8.251 / -8.648
HOMO level (alpha / beta), eV: -10.958 / -12.108

Structure (XYZ):
```
74
Properties=species:S:1:pos:R:3:lowdin_spin:R:1
Ir 0.82 1.66 -1.94 0.781
N -0.24 0.18 -6.00 0.005
C 0.44 0.42 -4.88 0.010
S 1.31 1.93 -4.72 0.118
N 0.51 -0.47 -3.92 -0.011
N 1.09 -0.12 -2.79 -0.014
C 1.83 -0.99 -2.09 0.030
C 1.94 -2.40 -2.46 0.003
C 1.82 -3.40 -1.49 0.004
C 1.89 -4.73 -1.87 0.000
C 2.09 -5.08 -3.19 0.004
C 2.22 -4.09 -4.16 0.000
C 2.14 -2.76 -3.80 0.004
C 2.62 -0.38 -1.06 -0.002
C 3.58 -1.05 -0.28 0.013
C 4.38 -0.34 0.58 -0.001
C 4.25 1.05 0.63 0.013
C 3.30 1.66 -0.17 0.000
N 2.50 0.98 -0.98 0.005
H -0.13 0.80 -6.78 0.002
H -0.64 -0.73 -6.16 0.000
H 1.63 -3.14 -0.46 0.000
H 1.78 -5.50 -1.12 0.000
H 2.14 -6.12 -3.48 0.000
H 2.40 -4.35 -5.19 0.000
H 2.29 -1.99 -4.54 0.000
H 3.68 -2.12 -0.37 0.001
H 5.12 -0.84 1.18 0.000
H 4.89 1.65 1.27 0.001
H 3.20 2.74 -0.18 -0.001
C -3.18 -4.22 4.59 -0.001
O -3.58 -2.96 4.10 -0.021
C -3.01 -1.84 4.55 -0.024
C -3.39 -0.64 3.92 -0.003
C -2.76 0.53 4.20 -0.013
C -1.69 0.56 5.14 -0.027
C -1.43 -0.61 5.89 -0.014
C -2.06 -1.79 5.58 -0.005
N -0.91 1.62 5.27 -0.095
N -0.51 2.57 4.59 -0.125
C -0.12 2.64 3.32 0.060
C 0.13 3.93 2.80 -0.032
C 0.43 4.14 1.47 0.076
C 0.42 3.07 0.54 -0.008
O 0.65 3.25 -0.71 0.138
C 0.13 1.76 1.05 0.026
N 0.03 0.76 0.15 0.058
C -0.12 -0.48 0.54 0.036
C -0.06 -0.84 1.88 -0.013
C 0.03 0.16 2.83 0.024
C 0.01 1.50 2.44 -0.016
H -3.70 -4.96 3.98 0.000
H -3.46 -4.36 5.63 0.000
H -2.10 -4.36 4.47 0.000
H -4.18 -0.68 3.18 0.000
H -3.04 1.45 3.70 0.000
H -0.68 -0.57 6.67 -0.001
H -1.81 -2.67 6.15 0.000
H 0.05 4.77 3.47 -0.002
H 0.63 5.13 1.10 0.003
H -0.26 -1.22 -0.23 0.003
H -0.10 -1.88 2.18 0.000
H 0.16 -0.10 3.87 0.001
Br -2.27 0.09 -2.15 0.005
C -2.19 1.83 -2.88 0.001
C -3.33 2.38 -3.44 0.000
C -3.26 3.66 -3.96 -0.001
C -2.04 4.33 -3.89 0.001
C -0.95 3.69 -3.33 -0.002
N -1.01 2.45 -2.84 0.005
H -4.25 1.82 -3.46 0.000
H -4.12 4.12 -4.42 0.000
H -1.94 5.34 -4.26 0.000
H 0.01 4.18 -3.29 -0.001
```

No. 5
Density functional theory data (wB97M-V/def2-TZVPD) for a molecular structure, C34H27N7O11SV at a distorted geometry.

Results
Spin multiplicity: 4
Net charge: -2
LUMO (alpha / beta), eV: 3.846 / 3.846
Energy above the lowest of the compared OMol25 structures with the same formula, charge and spin, eV: 0.941
HOMO level (alpha / beta), eV: -1.267 / -2.705

Structure (XYZ):
```
81
Properties=species:S:1:pos:R:3:lowdin_spin:R:1
V -0.22 -0.57 0.18 1.874
C 1.54 1.05 -3.09 0.002
C 1.39 1.35 -1.63 0.006
O 0.62 0.52 -0.97 0.037
C 1.96 2.39 -0.98 0.005
C 1.59 2.63 0.43 0.001
C 2.71 2.58 1.44 0.000
N 0.42 2.80 0.90 0.002
N -0.66 3.00 0.05 0.008
C -1.57 2.12 -0.17 0.001
O -1.70 0.85 0.07 0.021
C -2.77 2.67 -0.93 0.000
C -3.06 4.03 -0.96 0.000
C -4.18 4.49 -1.64 0.000
C -5.02 3.60 -2.31 0.000
C -4.72 2.25 -2.29 0.000
C -3.60 1.79 -1.60 0.000
H 1.71 -0.02 -3.23 0.000
H 0.60 1.30 -3.59 0.000
H 2.34 1.64 -3.53 0.000
H 2.67 3.03 -1.48 0.001
H 3.55 3.20 1.12 0.000
H 2.35 2.92 2.42 0.000
H 3.08 1.56 1.54 0.000
H -2.40 4.71 -0.45 0.000
H -4.41 5.55 -1.65 0.000
H -5.89 3.96 -2.84 0.000
H -5.35 1.54 -2.81 0.000
H -3.36 0.73 -1.56 0.000
C 8.19 -2.48 -0.05 0.000
C 6.69 -2.57 -0.14 0.000
C 6.04 -3.79 -0.24 0.000
C 4.66 -3.87 -0.34 0.000
C 3.91 -2.71 -0.34 0.000
C 4.54 -1.47 -0.24 0.000
C 5.91 -1.41 -0.14 0.000
S 2.16 -2.73 -0.60 0.003
O 1.99 -2.16 -1.91 0.000
O 1.71 -4.09 -0.39 0.002
N 1.59 -1.69 0.48 0.005
C 1.81 -1.90 1.84 0.001
C 2.61 -2.86 2.42 0.002
C 2.77 -2.93 3.82 -0.001
C 2.15 -2.06 4.66 0.002
C 1.31 -1.05 4.11 0.001
C 0.59 -0.13 4.90 0.009
C -0.24 0.77 4.32 0.000
C -0.35 0.78 2.91 0.012
N 0.32 -0.03 2.14 0.001
C 1.14 -0.96 2.72 0.005
H 8.64 -3.47 -0.07 0.000
H 8.50 -1.98 0.86 0.000
H 8.60 -1.91 -0.89 0.000
H 6.63 -4.70 -0.24 0.000
H 4.15 -4.83 -0.41 0.000
H 3.93 -0.57 -0.26 0.000
H 6.40 -0.44 -0.06 0.000
H 3.09 -3.60 1.81 0.000
H 3.40 -3.71 4.23 0.000
H 2.26 -2.13 5.73 0.000
H 0.69 -0.17 5.98 0.001
H -0.82 1.47 4.90 0.000
H -1.02 1.46 2.41 0.000
O -2.38 -7.68 -0.53 -0.006
N -2.04 -7.13 -1.57 0.002
O -1.86 -7.73 -2.62 0.010
C -1.77 -5.70 -1.53 0.018
C -1.38 -5.07 -2.69 0.056
C -1.15 -3.71 -2.66 0.017
C -1.22 -2.92 -1.47 0.010
O -0.96 -1.70 -1.44 0.018
C -1.63 -3.66 -0.28 -0.009
C -1.91 -5.00 -0.32 0.119
N -1.79 -3.01 0.96 0.333
O -1.31 -1.78 1.17 0.087
O -2.33 -3.60 1.92 0.321
N -0.77 -3.11 -3.95 0.003
O -0.39 -3.87 -4.83 0.002
O -0.91 -1.91 -4.10 0.006
H -1.27 -5.62 -3.61 0.003
H -2.22 -5.51 0.58 0.010
```

No. 6
Density functional theory data (wB97M-V/def2-TZVPD) for a molecular structure, C34H28BrN2O6PSV.

Results
Spin multiplicity: 1
Net charge: +1
LUMO, eV: -4.379
Energy above the lowest of the compared OMol25 structures with the same formula, charge and spin, eV: 0.000
HOMO level, eV: -11.185

Structure (XYZ):
```
74
Properties=species:S:1:pos:R:3:mulliken_charge:R:1
V -1.28 -0.04 -1.86 -0.733
O 3.92 -0.87 -2.81 -0.566
C 3.03 -1.70 -3.46 0.909
C 3.40 -2.92 -4.01 -0.833
C 2.45 -3.71 -4.62 -0.524
C 1.13 -3.30 -4.68 -1.104
C 0.76 -2.08 -4.13 -0.204
C 1.70 -1.27 -3.51 0.311
C 1.37 0.05 -2.86 0.029
O -0.01 0.33 -2.97 -0.314
N 1.58 0.06 -1.41 -0.188
N 0.63 -0.78 -0.83 0.658
C 1.06 -1.56 0.09 -1.016
C 0.35 -2.55 0.87 0.048
Br -0.96 -3.57 0.00 -0.077
C 0.70 -2.84 2.13 -0.969
C 1.70 -2.15 2.95 0.904
C 2.36 -2.89 3.94 -0.844
C 3.33 -2.32 4.73 -0.630
C 3.66 -0.98 4.56 -0.525
C 3.00 -0.22 3.61 -1.126
C 2.02 -0.80 2.82 0.727
H 4.81 -1.20 -2.92 0.321
H 4.44 -3.24 -3.95 0.316
H 2.74 -4.66 -5.05 0.409
H 0.38 -3.92 -5.16 0.446
H -0.27 -1.76 -4.19 0.470
H 1.94 0.87 -3.28 0.417
H 2.53 -0.23 -1.18 0.352
H 2.13 -1.50 0.33 0.721
H 0.22 -3.70 2.59 0.454
H 2.10 -3.94 4.08 0.447
H 3.84 -2.91 5.49 0.404
H 4.42 -0.52 5.19 0.422
H 3.23 0.83 3.49 0.452
H 1.48 -0.17 2.12 0.112
C 2.30 3.74 1.65 -0.605
C 1.48 3.14 2.58 -0.745
C 0.37 2.41 2.17 -0.406
C 0.10 2.28 0.81 0.832
C 0.93 2.90 -0.13 -0.654
C 2.02 3.63 0.29 -0.782
P -1.35 1.41 0.19 2.873
C -2.31 0.78 1.57 0.448
C -1.72 -0.11 2.47 -0.274
C -2.47 -0.65 3.50 -1.097
C -3.82 -0.31 3.62 -0.718
C -4.41 0.56 2.72 -0.809
C -3.66 1.10 1.68 -0.949
C -2.32 2.45 -0.86 -0.671
C -2.95 3.68 -0.79 -0.531
C -3.62 4.11 -1.93 -0.713
C -3.65 3.33 -3.09 -0.746
C -3.01 2.11 -3.15 -0.441
C -2.33 1.68 -2.01 1.364
H 3.16 4.32 1.98 0.444
H 1.68 3.24 3.64 0.521
H -0.28 1.95 2.90 0.458
H 0.71 2.81 -1.19 0.378
H 2.66 4.11 -0.44 0.456
H -0.68 -0.38 2.37 0.663
H -2.02 -1.33 4.20 0.505
H -4.41 -0.74 4.42 0.423
H -5.46 0.81 2.80 0.442
H -4.13 1.75 0.96 0.422
H -2.93 4.29 0.11 0.567
H -4.13 5.07 -1.92 0.474
H -4.20 3.70 -3.95 0.456
H -3.05 1.51 -4.05 0.528
O -4.65 -0.81 -1.90 -0.595
S -3.42 -1.53 -1.82 1.360
O -2.53 -0.98 -0.68 -0.400
O -2.40 -0.94 -2.93 -0.555
O -3.40 -2.94 -1.91 -0.599
```